Molecular formula: C24H19BrClHgN5O3
Method: DFT, wB97M-V/def2-TZVPD

Geometry (Å):
Hg -0.1697 -0.5691 -0.0021
C -2.7068 -0.4022 5.0784
C -2.8924 0.6158 4.1511
C -1.9221 0.8840 3.1924
C -0.7405 0.1364 3.1224
C -0.5695 -0.8901 4.0634
C -1.5339 -1.1505 5.0245
N 0.1567 0.3679 2.0842
C 1.4766 0.6138 2.3297
C 1.9986 0.9121 3.6038
C 3.3282 1.2650 3.7913
C 4.2122 1.3351 2.7182
C 3.7430 1.0411 1.4472
C 2.4125 0.6748 1.2333
N 1.9051 0.3569 0.0010
N 2.5969 0.5614 -1.0894
C 1.9028 0.2604 -2.2197
C 2.5711 0.4569 -3.4601
C 1.9200 0.2210 -4.6345
C 0.5834 -0.2282 -4.6213
C 0.0006 -0.4156 -3.3922
N 0.6202 -0.1839 -2.2285
H -3.4618 -0.6142 5.8254
H -3.7974 1.2132 4.1768
H -2.0574 1.6844 2.4723
H 0.3275 -1.4951 4.0067
H -1.3769 -1.9588 5.7301
H 1.3284 0.8910 4.4534
H 3.6769 1.4959 4.7922
H 5.2474 1.6138 2.8730
H 4.3924 1.0789 0.5822
H 3.5957 0.8036 -3.4246
H 2.4331 0.3785 -5.5768
H 0.0332 -0.4288 -5.5296
H -1.0158 -0.7867 -3.3052
O -6.1273 2.3183 0.1607
C -4.9292 1.6890 0.0466
C -4.7864 0.3148 0.1615
C -3.5215 -0.2239 0.0319
N -2.4353 0.5259 -0.1919
C -2.5997 1.8279 -0.2980
Br -1.0465 2.8644 -0.5841
C -3.8181 2.4766 -0.1963
H -6.8118 1.6659 0.3501
H -5.6366 -0.3288 0.3531
H -3.3470 -1.2900 0.0933
H -3.9008 3.5485 -0.2899
Cl -2.0722 -5.4451 0.9845
C -1.3165 -4.7765 -0.5084
C -1.1024 -3.2734 -0.4017
O -1.8032 -2.5316 -1.1154
O -0.1951 -2.8920 0.3809
H -1.9838 -5.0025 -1.3314
H -0.3616 -5.2784 -0.6286

Total charge: -1
HOMO level (spin up / spin down): -0.1000 / -0.1353 Ha
Multiplicity: 2
Calculated total energy: -4613.163435 hartree
Relative energy (zero: lowest compared OMol25 entry of this formula, charge and spin): 0.180 eV
Expectation value of S²: 0.78